# 1
Molecular formula: C39H30NO7
Method: DFT, wB97M-V/def2-TZVPD

Results
HOMO-LUMO gap = 3.827 eV
Spin multiplicity = 1
LUMO level = 0.079 eV
Total charge = -1

Geometry as XYZ:
```
77
C39H30NO7 | the Open Molecules 2025 dataset | wB97M-V/def2-TZVPD
O 5.5623 3.1813 -2.2827
C 4.4677 2.4481 -2.0600
O 3.2651 3.1390 -1.4997
C 4.4608 0.8219 -2.4502
C 2.9379 0.4902 -2.9585
C 2.8325 -0.5952 -4.1825
C 2.9308 0.0957 -5.6979
C 4.5172 0.4704 -5.9260
C 5.5772 -0.8208 -5.8436
C 7.1833 -0.5345 -6.0095
C 7.7260 1.0145 -6.2590
C 6.6637 2.2639 -6.3811
C 5.0441 2.0132 -6.2132
N 4.8936 0.0363 -1.2110
O 5.8741 -0.8240 -1.6345
H 5.3010 0.6447 -3.2539
H 2.3421 1.4587 -3.3161
H 2.3584 0.0522 -2.0156
H 1.7282 -1.0460 -4.1333
H 3.5505 -1.5219 -4.0567
H 2.6640 -0.7660 -6.4495
H 2.1884 0.9874 -5.8490
H 5.1729 -1.9280 -5.6584
H 8.0119 -1.3753 -5.9386
H 8.9028 1.1703 -6.3681
H 7.0243 3.3580 -6.5882
H 4.2402 2.8911 -6.2911
H 4.1047 -0.5108 -0.8021
H 5.4209 -1.5189 -2.2260
C -1.3360 -6.4905 -3.4610
C -2.4480 -6.9671 -2.7671
C -2.9298 -6.2709 -1.6575
C -2.2901 -5.1002 -1.2324
C -1.1637 -4.6372 -1.9114
C -0.6922 -5.3276 -3.0355
C -0.4515 -3.4310 -1.4423
O 0.5360 -3.0216 -2.0402
C -0.9410 -2.7310 -0.2379
C -0.2416 -1.6201 0.2515
C -0.7052 -0.9442 1.3822
C -1.8704 -1.3686 2.0202
C -2.5661 -2.4783 1.5381
C -2.0946 -3.1666 0.4124
C -2.8175 -4.3606 -0.0685
O -3.8391 -4.7371 0.4944
H -0.9660 -7.0280 -4.3313
H -2.9421 -7.8804 -3.0912
H -3.8015 -6.6461 -1.1238
H 0.1785 -4.9646 -3.5787
H 0.6673 -1.2803 -0.2426
H -0.1577 -0.0850 1.7636
H -2.2358 -0.8379 2.8967
H -3.4723 -2.8068 2.0442
C -7.4154 1.9111 6.9800
C -6.8395 0.7779 6.4061
C -5.5486 0.8415 5.8791
C -4.8352 2.0458 5.9151
C -5.4205 3.1848 6.4667
C -6.7094 3.1145 7.0110
C -4.6965 4.4725 6.4653
O -5.2085 5.4726 6.9529
C -3.3513 4.5392 5.8605
C -2.6774 5.7660 5.8004
C -1.3993 5.8355 5.2420
C -0.7881 4.6817 4.7519
C -1.4593 3.4592 4.8054
C -2.7476 3.3901 5.3520
C -3.4635 2.0991 5.3714
O -2.9290 1.0855 4.9367
H -8.4180 1.8593 7.3990
H -7.3947 -0.1568 6.3705
H -5.1034 -0.0484 5.4373
H -7.1675 3.9963 7.4557
H -3.1462 6.6710 6.1837
H -0.8800 6.7901 5.1916
H 0.2104 4.7342 4.3235
H -0.9778 2.5636 4.4163
```



# 2
Molecular formula: C3H3F3O
Method: DFT, wB97M-V/def2-TZVPD

Results
HOMO-LUMO gap (alpha / beta) = 9.452 / 8.264 eV
Spin multiplicity = 3
LUMO level (alpha / beta) = 0.995 / -2.055 eV
Total charge = 0

Geometry as XYZ:
```
10
C3H3F3O | the Open Molecules 2025 dataset | wB97M-V/def2-TZVPD
C 0.6473 0.3486 1.5424
C -0.5215 0.3973 0.7436
C 0.0475 -0.5825 -1.7109
O 1.6022 1.0706 1.4994
F -1.5006 -0.4450 1.1107
F 0.5318 0.5179 -2.2603
F -1.1055 -0.8776 -2.3135
H 0.4842 -0.4227 2.5090
H -0.8394 1.3732 0.4953
H 0.6540 -1.3799 -1.6157
```



# 3
Molecular formula: CH2N4O3
Method: DFT, wB97M-V/def2-TZVPD

Results
HOMO-LUMO gap = 9.974 eV
Spin multiplicity = 1
LUMO level = -0.583 eV
Total charge = 0

Geometry as XYZ:
```
10
CH2N4O3 | the Open Molecules 2025 dataset | wB97M-V/def2-TZVPD
O -2.5095 -0.1088 -0.4160
N -1.4779 -0.8861 0.0787
C -0.2837 -0.5229 0.0666
N 0.8441 -1.5506 0.3708
N 1.8931 -1.0075 -0.1997
O 1.7811 0.0865 -0.7386
N 0.4430 0.6186 -0.6142
O 0.5857 1.4971 0.5146
H -2.2278 0.9048 -0.4195
H 0.9520 0.9689 1.3572
```



Energy relative to the best compared isomer or geometry (same formula, charge and spin) for every record listed, in sequence, given in eV: 6.329 0.865 3.413.